## P
Molecular formula: C4H2O3
Method: DFT, ωB97M-V/def2-TZVPD

ORCA input file:
```
! RIJCOSX wB97M-V def2-TZVPD def2/J DEFGRID3
* xyz 0 1
C -0.59834 0.75016 1.36252
C 0.13108 -0.33673 1.18657
C 1.10826 -1.14893 1.28239
O 1.90738 -1.98443 1.21634
H -0.10516 1.63083 1.38613
H -1.58566 0.69135 1.36351
O -1.03330 0.70100 -1.93377
C -0.28837 0.13459 -2.60216
O 0.46411 -0.43784 -3.26152
*
```

As for the HOMO-LUMO gap: 8.266 eV. The SMILES is C=C=C=O.O=C=O.

These are the Löwdin partial charges, in e, on atoms 1 to 6:
1. C 0.0755
2. C -0.0533
3. C -0.2393
4. O 0.1589
5. H 0.0402
6. H 0.0223



## Q
Molecular formula: C4H2O3
Method: DFT, ωB97M-V/def2-TZVPD

ORCA input file:
```
! RIJCOSX wB97M-V def2-TZVPD def2/J DEFGRID3
* xyz 0 1
O 2.21017 -0.45316 0.02154
C 1.01239 -0.11301 0.07982
C 0.09381 -0.19288 -1.06839
C -1.05165 0.13917 -0.61618
O -1.00185 0.71897 0.69024
C 0.21537 0.44994 1.35000
O 0.46976 0.47094 2.50972
H 0.17417 -0.86652 -1.93717
H -2.12218 -0.15346 -1.02957
*
```

As for the HOMO-LUMO gap: 9.228 eV. The SMILES is O=C1C=COC1=O.

These are the Löwdin partial charges, in e, on atoms 1 to 6:
1. O 0.1017
2. C -0.2405
3. C -0.0237
4. C -0.0702
5. O 0.0165
6. C -0.3061



On energetic grounds, Q is preferred over the next structure by 2.3 kcal/mol.



## P
Molecular formula: C42H49Cl2O5P3S3Se2W
Method: DFT, ωB97M-V/def2-TZVPD

ORCA input file:
```
! RIJCOSX wB97M-V def2-TZVPD def2/J DEFGRID3
* xyz 1 2
W -0.21786 -0.02022 -0.48767
C -0.59778 -2.22599 4.03813
C -0.78101 -1.63093 1.97948
C -1.89854 -2.56137 1.77238
C -0.89706 -3.77506 1.94820
C -0.50395 -4.26571 3.25820
C -0.74516 -3.43607 4.56001
P -1.09490 -3.12361 0.16322
C -2.12433 -4.52305 -0.43776
C -2.85189 -5.33560 0.42692
C -3.64457 -6.35293 -0.08598
C -3.70526 -6.56818 -1.45389
C -2.97815 -5.76532 -2.32031
C -2.19904 -4.73750 -1.81342
C 0.44858 -3.12869 -0.86779
C 1.15620 -4.30404 -0.99741
C 2.37805 -4.27921 -1.66676
C 2.83693 -3.08602 -2.18332
C 2.11165 -1.89791 -2.04273
C 0.90336 -1.84380 -1.36493
H -1.25158 -0.66070 3.34469
H -0.04637 -0.23549 2.52494
H -2.76736 -2.54614 2.42248
H 0.01560 -5.20949 3.36337
H -0.67503 -3.76763 5.58096
H -2.81320 -5.16131 1.49390
H -4.22210 -6.97362 0.58615
H -4.33049 -7.35845 -1.84762
H -3.02446 -5.93817 -3.38719
H -1.64335 -4.08956 -2.48350
H 0.74124 -5.21332 -0.57679
H 2.95585 -5.18660 -1.78140
H 3.78031 -3.05701 -2.71447
H 2.51486 -1.00330 -2.50327
C -3.70937 2.83601 2.25258
C -3.38980 1.44618 2.75155
O -1.96340 1.20571 2.77915
P -0.67042 1.09049 1.87420
S -0.64109 2.50217 0.37620
S -2.70294 -0.14714 -0.00890
O 0.48735 1.66668 2.84083
C 0.60288 3.09424 3.08750
C 0.97261 3.33511 4.53102
H -4.78981 2.98074 2.27447
H -3.35971 2.96316 1.22885
H -3.23918 3.58896 2.88494
H -3.87562 0.68432 2.14449
H -3.68868 1.31206 3.79024
H -0.34471 3.57346 2.83939
H 1.36763 3.47148 2.40720
H 0.17068 3.01047 5.19466
H 1.13789 4.40327 4.67258
H 1.87721 2.79268 4.79948
Se -2.09171 -1.54120 -1.52480
P -1.23260 1.33888 -2.52322
Se 0.97983 1.30758 -2.29011
C -1.45687 0.78419 -4.24478
C -2.07342 1.61250 -5.17723
C -2.27343 1.15461 -6.47328
C -1.87731 -0.12292 -6.83131
C -1.25802 -0.94799 -5.89982
C -1.04969 -0.50032 -4.60767
C -1.65130 3.10705 -2.53977
C -0.74758 4.10477 -2.88573
C -1.15960 5.42870 -2.86314
C -2.45804 5.75270 -2.49511
C -3.35944 4.75495 -2.15435
C -2.95710 3.42824 -2.16772
H -2.39003 2.60749 -4.89688
H -2.74461 1.80014 -7.20215
H -2.05030 -0.48134 -7.83714
H -0.93890 -1.94239 -6.18202
H -0.54338 -1.13637 -3.89080
H 0.26198 3.83979 -3.16931
H -0.46154 6.20995 -3.13353
H -2.76931 6.78855 -2.47232
H -4.37265 5.00780 -1.87164
H -3.64846 2.63921 -1.89400
Cl 1.60452 -0.07295 5.32250
C 0.08918 -0.21630 4.30580
Cl -0.20135 -1.13840 3.19251
C 1.16128 -1.48823 2.85354
O 2.21833 -1.85379 2.47471
O -0.26531 -1.53631 0.72247
H -0.58415 0.37643 4.91615
C 5.28738 2.37785 -1.47271
C 3.88680 2.94680 -1.25000
C 3.20879 2.40463 0.00879
S 3.02141 0.59323 -0.09853
O 1.62602 0.31347 0.52392
C 4.29238 -0.00695 1.04029
C 4.19756 0.24809 2.54447
C 4.43826 1.67894 3.02152
H 5.73870 2.83620 -2.35115
H 5.24866 1.30031 -1.64725
H 5.93818 2.57755 -0.61904
H 3.26661 2.72057 -2.11689
H 3.94437 4.03242 -1.15380
H 2.18755 2.78025 0.09598
H 3.78379 2.65071 0.89484
H 5.20642 0.41686 0.61457
H 4.27464 -1.08297 0.85644
H 4.94408 -0.40865 2.99706
H 3.23816 -0.09702 2.89663
H 5.30550 2.12687 2.53085
H 4.63239 1.66938 4.09374
H 3.56263 2.30838 2.86312
*
```

As for the HOMO-LUMO gap (spin up / spin down): 5.651 / 5.535 eV.

These are the Löwdin partial charges, in e, on atoms 1 to 6:
1. W 0.8253
2. C -0.1841
3. C -0.7136
4. C -0.1913
5. C -0.1203
6. C -0.0057



## Q
Molecular formula: C42H49Cl2O5P3S3Se2W
Method: DFT, ωB97M-V/def2-TZVPD

ORCA input file:
```
! RIJCOSX wB97M-V def2-TZVPD def2/J DEFGRID3
* xyz 1 2
W -0.36748 0.42182 -0.38107
C 0.34883 4.34156 5.35452
C -0.88234 3.70539 5.43962
C -1.24376 2.75363 4.49901
C -0.37635 2.43099 3.45199
C 0.86530 3.05833 3.38691
C 1.22248 4.01178 4.33164
P -0.89088 1.19777 2.18872
C -1.84879 0.07566 3.28386
C -3.15788 -0.30799 3.00743
C -3.84211 -1.14639 3.87876
C -3.22796 -1.60407 5.03512
C -1.92756 -1.21375 5.32755
C -1.23766 -0.39045 4.45034
C -2.20899 2.04049 1.26736
C -3.17363 2.90349 1.77688
C -4.06722 3.50120 0.90494
C -4.00766 3.19898 -0.45136
C -3.05637 2.31434 -0.93659
C -2.10973 1.73302 -0.09651
H 0.62515 5.08638 6.08983
H -1.56544 3.94546 6.24417
H -2.19423 2.24735 4.59711
H 1.55882 2.80331 2.60357
H 2.18978 4.49518 4.26824
H -3.65478 0.07479 2.12688
H -4.86308 -1.43198 3.65782
H -3.76713 -2.24578 5.72108
H -1.45066 -1.54381 6.24267
H -0.23222 -0.06203 4.69065
H -3.21901 3.11535 2.83686
H -4.79583 4.20901 1.28049
H -4.69972 3.66629 -1.14067
H -3.05750 2.08852 -1.99481
C 5.00398 4.74161 0.58488
C 3.55048 4.51100 0.92395
O 3.24867 3.08869 1.01141
P 2.54226 2.24744 -0.11293
S 1.99583 0.20230 -0.93980
S 0.53013 2.77839 0.00153
O 3.17196 2.97705 -1.38226
C 3.04594 2.67606 -2.78679
C 4.26166 3.23875 -3.49171
H 5.22776 5.80354 0.69386
H 5.21637 4.44047 -0.43954
H 5.64418 4.17832 1.26339
H 2.89564 4.98360 0.19358
H 3.31879 4.90588 1.91079
H 2.13002 3.13370 -3.15598
H 2.97755 1.60006 -2.93239
H 4.26500 4.32826 -3.44487
H 4.25194 2.92566 -4.53658
H 5.17273 2.86645 -3.02147
Se -0.45955 1.51139 -2.77850
P -0.10810 -0.56016 -3.38486
Se -0.02129 -1.95896 -1.69370
C -1.38892 -1.15025 -4.52285
C -2.16983 -0.24866 -5.23646
C -3.12120 -0.72802 -6.12568
C -3.29289 -2.09421 -6.29048
C -2.51005 -2.99166 -5.57572
C -1.55187 -2.52305 -4.69152
C 1.44559 -0.56251 -4.32795
C 1.55560 0.38436 -5.34797
C 2.73414 0.47809 -6.06864
C 3.80199 -0.35795 -5.76142
C 3.68643 -1.30109 -4.75259
C 2.50073 -1.41537 -4.03609
H -2.04025 0.81466 -5.07850
H -3.73000 -0.02928 -6.68528
H -4.04303 -2.46675 -6.97648
H -2.64798 -4.05787 -5.70217
H -0.94473 -3.21079 -4.11708
H 0.72520 1.05049 -5.55119
H 2.82158 1.20646 -6.86482
H 4.72743 -0.27800 -6.31738
H 4.52142 -1.94762 -4.51534
H 2.39880 -2.14888 -3.24694
Cl -4.13504 -2.73037 -1.99642
C -3.76971 -2.05745 -0.41017
Cl -3.35290 -3.33907 0.74467
C -2.62269 -1.05208 -0.52495
O -2.41879 -0.42494 -1.56181
O -1.83691 -0.87636 0.47374
H -4.65890 -1.55775 -0.03555
C -0.36949 -4.58625 4.75549
C -0.63842 -3.98731 3.37791
C 0.41093 -2.92990 3.04067
S 0.39341 -2.55224 1.27306
O 0.58308 -1.03015 1.15329
C 2.02395 -3.23953 0.87933
C 1.96696 -4.76893 0.83266
C 1.00405 -5.30693 -0.22931
H -1.15927 -5.28190 5.03676
H -0.31667 -3.80122 5.51219
H 0.57889 -5.12767 4.76238
H -1.63089 -3.53252 3.34933
H -0.62651 -4.78306 2.62712
H 1.41065 -3.26314 3.32227
H 0.18982 -1.98757 3.52983
H 2.72801 -2.86397 1.62298
H 2.28465 -2.82449 -0.09469
H 1.67937 -5.15252 1.81587
H 2.97341 -5.13175 0.62078
H -0.03827 -5.14350 0.05131
H 1.15398 -6.37569 -0.37554
H 1.16879 -4.80714 -1.18569
*
```

As for the HOMO-LUMO gap (spin up / spin down): 6.503 / 7.082 eV.

These are the Löwdin partial charges, in e, on atoms 1 to 6:
1. W 0.8946
2. C -0.0698
3. C -0.0609
4. C -0.0986
5. C -0.3263
6. C -0.1010



On energetic grounds, Q is preferred over the next structure by 822.8 kcal/mol.